Entry 1:
Molecular formula: C10H13O2
Method: DFT, ωB97M-V/def2-TZVPD

Each line ends with the Löwdin charge.
CARTESIAN COORDINATES (ANGSTROEM)
C: 0.75 2.56 0.68  -0.192
C: 0.25 3.19 -0.64  -0.125
C: 0.45 3.36 2.00  -0.761
O: 0.70 2.71 3.03  -0.100
O: -0.01 4.51 1.85  -0.084
H: 0.32 1.57 0.82  0.045
H: 1.81 2.37 0.52  0.092
H: 1.03 3.81 -1.08  0.055
H: -0.42 4.00 -0.32  0.055
H: -0.32 2.51 -1.29  0.041
C: 0.54 -1.87 1.65  -0.051
C: -1.05 -2.21 -2.32  -0.113
C: -0.68 -3.35 -1.59  -0.104
C: -0.88 -0.96 -1.75  -0.085
C: -0.25 -3.22 -0.28  -0.069
C: -0.32 -0.83 -0.47  -0.027
C: 0.02 -1.95 0.25  -0.277
H: -1.54 -2.30 -3.27  0.091
H: -1.02 -4.31 -1.96  0.092
H: -1.05 -0.06 -2.32  0.097
H: -0.14 -4.12 0.30  0.103
H: -0.06 0.12 -0.04  0.074
H: 1.20 -2.69 1.93  0.070
H: -0.28 -1.96 2.39  0.089
H: 0.94 -0.87 1.90  0.085

Output
Frontier orbital gap, eV: 7.1
E_LUMO, eV: 3.02
Net charge: -1
HOMO, hartree: -0.1489

Entry 2:
Molecular formula: C10H13O2
Method: DFT, ωB97M-V/def2-TZVPD

Each line ends with the Mulliken spin population.
CARTESIAN COORDINATES (ANGSTROEM)
C: -0.27 0.67 2.46  0.012
C: -0.11 0.29 3.96  0.005
C: -1.36 -0.28 1.90  -0.051
O: -1.02 -1.06 0.99  0.769
O: -2.53 -0.21 2.30  0.250
H: -0.43 1.79 2.40  0.006
H: 0.64 0.48 1.70  0.009
H: 0.26 1.15 4.47  0.002
H: 0.59 -0.50 3.96  0.000
H: -1.00 -0.37 4.23  0.000
C: 0.66 -2.00 -2.96  -0.001
C: 0.01 1.61 -0.80  0.001
C: 1.37 1.28 -1.16  0.002
C: -1.14 0.95 -1.32  -0.008
C: 1.56 0.03 -1.77  -0.001
C: -0.83 -0.21 -2.05  0.004
C: 0.40 -0.71 -2.25  -0.001
H: -0.07 2.51 -0.23  0.000
H: 2.18 1.98 -1.25  0.000
H: -2.16 1.01 -1.00  0.003
H: 2.51 -0.45 -1.94  0.000
H: -1.70 -0.86 -2.41  0.001
H: 1.68 -2.34 -2.60  0.000
H: 0.65 -1.85 -4.02  0.000
H: 0.10 -2.90 -2.61  0.000

Output
Frontier orbital gap (spin up / spin down), eV: 9.8 / 5.8
Spin multiplicity: 2
E_LUMO (spin up / spin down), eV: 0.81 / -3.20
HOMO (spin up / spin down), hartree: -0.3307 / -0.3307

Entry 3:
Molecular formula: C10H13O2S
Method: DFT, ωB97M-V/def2-TZVPD

Each line ends with the Löwdin charge.
CARTESIAN COORDINATES (ANGSTROEM)
C: -2.06 -1.11 -2.05  -0.039
C: -2.51 0.03 -1.48  -0.093
C: -0.87 -1.90 -1.85  -0.039
C: -1.88 0.89 -0.55  -0.148
C: 0.14 -1.51 -1.17  0.149
C: -0.60 0.87 -0.29  -0.108
C: 1.40 -1.72 -0.68  -0.473
C: 1.48 -2.91 0.28  0.013
C: 1.91 1.98 0.42  -0.065
C: -0.23 2.45 2.17  -0.158
O: 2.36 -0.99 -0.66  0.094
O: 0.63 0.07 1.85  -0.278
S: 0.39 1.19 1.07  0.760
H: -2.83 -1.59 -2.76  0.155
H: -3.50 0.50 -1.70  0.137
H: -0.88 -2.74 -2.43  0.116
H: -2.52 1.73 0.00  0.173
H: 0.57 -3.57 0.18  0.104
H: 1.52 -2.52 1.28  0.075
H: 2.48 -3.44 0.28  0.122
H: 2.37 2.14 1.28  0.022
H: 1.48 2.81 -0.25  0.129
H: 2.20 1.18 -0.24  0.040
H: -1.32 2.13 2.50  0.127
H: -0.18 3.55 1.81  0.119
H: 0.46 2.50 3.01  0.066

Output
Frontier orbital gap (spin up / spin down), eV: 7.8 / 7.2
E_LUMO (spin up / spin down), eV: -5.35 / -5.75
Net charge: +1
HOMO (spin up / spin down), hartree: -0.4828 / -0.4766

Entry 4:
Molecular formula: C10H14BBeN7O2
Method: DFT, ωB97M-V/def2-TZVPD

Each line ends with the Löwdin charge.
CARTESIAN COORDINATES (ANGSTROEM)
H: -0.03 2.84 2.30  0.124
N: 0.34 1.69 0.58  0.003
B: 0.77 0.83 -1.77  -0.491
N: 0.62 1.98 -0.74  0.014
C: 0.69 3.31 -0.90  -0.036
Be: 0.34 0.15 1.15  0.263
H: 0.92 3.70 -1.88  0.128
C: 0.45 3.90 0.35  -0.033
H: 0.44 4.95 0.57  0.088
C: 0.23 2.85 1.25  -0.058
H: 1.26 1.24 -2.77  0.117
C: -2.11 -2.79 2.99  -0.064
H: -2.45 -3.07 3.99  0.019
H: -1.12 -3.23 2.81  0.015
H: -2.81 -3.17 2.23  0.012
N: -0.65 0.28 -2.04  -0.059
N: 1.61 -0.28 -1.10  0.013
N: -1.38 -0.22 -0.98  0.056
N: 1.42 -0.66 0.20  0.017
C: -1.34 0.19 -3.20  -0.086
C: 2.60 -1.00 -1.64  -0.044
H: -0.89 0.53 -4.13  0.116
H: 2.84 -0.81 -2.68  0.130
C: -2.58 -0.38 -2.91  -0.073
C: 3.09 -1.87 -0.67  -0.034
C: -2.55 -0.62 -1.51  -0.143
C: 2.32 -1.62 0.49  -0.059
H: -3.37 -0.60 -3.61  0.081
H: 3.89 -2.58 -0.78  0.093
H: -3.33 -1.07 -0.92  0.096
H: 2.34 -2.07 1.47  0.124
H: -2.04 -1.69 2.92  -0.010
O: 0.05 -0.30 4.70  -0.006
N: -0.20 -0.50 3.54  -0.152
O: 0.65 0.12 2.68  -0.163

Output
Frontier orbital gap, eV: 9.7
E_LUMO, eV: 0.59
HOMO, hartree: -0.3347

Entry 5:
Molecular formula: C10H14BBrF2O3P
Method: DFT, ωB97M-V/def2-TZVPD

Each line ends with the Löwdin charge.
CARTESIAN COORDINATES (ANGSTROEM)
O: -0.94 -4.04 -3.28  0.050
C: -1.79 -3.44 -2.74  -0.762
Br: -3.10 -4.55 -1.62  0.447
C: -2.13 -2.00 -2.77  -0.211
B: -0.82 -0.98 -2.69  -0.690
C: -1.33 0.57 -2.95  -0.224
C: -0.27 1.43 -3.61  -0.268
F: -0.09 1.07 -4.96  -0.094
P: 0.09 -0.91 -0.97  0.835
O: 0.71 -2.46 -0.73  -0.349
O: -1.17 -0.87 0.15  -0.338
H: -2.89 -1.79 -2.02  0.068
H: -2.60 -1.85 -3.75  0.111
H: 0.01 -1.34 -3.50  0.080
H: -1.54 1.04 -1.99  0.077
H: -2.24 0.57 -3.56  0.088
H: 0.69 1.31 -3.10  0.095
H: -0.54 2.49 -3.60  0.098
H: 0.46 -2.79 0.13  0.027
H: -0.76 -0.61 0.98  -0.011
F: 1.60 -0.20 1.89  0.043
C: 1.65 0.70 2.89  -0.286
C: 0.64 1.64 2.98  -0.009
C: 0.69 2.56 4.01  -0.088
C: 1.73 2.54 4.93  -0.109
C: 2.73 1.58 4.81  -0.094
C: 2.69 0.65 3.79  -0.017
H: -0.15 1.65 2.24  0.119
H: -0.09 3.31 4.10  0.102
H: 1.76 3.26 5.74  0.095
H: 3.55 1.56 5.52  0.100
H: 3.46 -0.11 3.68  0.116

Output
Frontier orbital gap, eV: 6.2
E_LUMO, eV: 2.58
Net charge: -1
HOMO, hartree: -0.1321

Entry 6:
Molecular formula: C10H14BBrN2O
Method: DFT, ωB97M-V/def2-TZVPD

Each line ends with the Mulliken spin population.
CARTESIAN COORDINATES (ANGSTROEM)
B: -2.71 0.42 -0.61  -0.010
C: 2.22 -2.52 -0.85  -0.066
C: -0.18 -2.10 -0.61  0.425
C: 2.26 -2.75 0.51  0.474
C: 1.04 -2.14 -1.43  0.540
C: 0.03 -2.26 0.80  0.082
C: 1.81 1.86 1.02  -0.006
C: 0.65 2.48 1.59  0.002
C: 0.45 1.32 0.67  0.024
C: -2.66 1.94 -0.54  -0.001
C: -0.19 1.38 -0.70  -0.006
N: 1.24 -2.58 1.34  0.397
N: -1.54 1.01 -0.56  0.019
O: -3.10 -0.91 -0.61  0.007
Br: 0.85 -1.99 -3.36  0.042
H: 3.12 -2.75 -1.37  0.004
H: -1.12 -1.84 -1.07  0.034
H: 3.04 -3.18 1.00  0.047
H: 2.46 2.38 0.38  -0.001
H: 2.33 1.27 1.78  0.003
H: 0.26 2.41 2.59  0.000
H: 0.08 3.25 1.08  0.000
H: 0.13 0.42 1.19  -0.006
H: -0.72 -2.14 1.54  0.002
H: -2.82 2.71 -1.26  0.000
H: -2.96 2.42 0.41  0.000
H: -0.14 2.37 -1.08  0.000
H: 0.18 0.79 -1.54  -0.005
H: -4.01 -1.27 -0.33  0.000

Output
Frontier orbital gap (spin up / spin down), eV: 5.9 / 5.9
Spin multiplicity: 3
E_LUMO (spin up / spin down), eV: 0.36 / -3.19
HOMO (spin up / spin down), hartree: -0.2041 / -0.3327

Entry 7:
Molecular formula: C10H14BClN6O4Pd
Method: DFT, ωB97M-V/def2-TZVPD

Each line ends with the Mulliken spin population.
CARTESIAN COORDINATES (ANGSTROEM)
C: -0.20 2.34 0.62  0.024
N: -0.18 1.28 -0.22  0.048
N: 0.06 1.74 -1.50  0.022
C: 0.19 3.07 -1.48  -0.040
C: 0.05 3.50 -0.16  -0.029
B: 0.19 0.65 -2.66  0.000
N: 1.35 -0.28 -2.16  0.021
N: 1.17 -1.00 -1.00  0.291
C: 2.34 -1.56 -0.66  0.003
C: 3.29 -1.21 -1.66  0.037
C: 2.62 -0.42 -2.60  0.012
Pd: -0.69 -0.76 0.08  0.566
N: -1.12 -0.15 -2.81  0.008
N: -1.70 -0.83 -1.70  0.007
C: -2.82 -1.41 -2.15  0.011
C: -2.98 -1.10 -3.51  0.001
C: -1.89 -0.32 -3.89  0.007
H: -3.44 -2.00 -1.48  0.002
H: -1.60 0.17 -4.82  0.000
H: -3.82 -1.39 -4.12  0.000
H: 0.48 1.16 -3.71  -0.001
H: 2.92 0.06 -3.52  0.001
H: 0.39 3.59 -2.43  0.001
H: 4.33 -1.47 -1.65  0.003
H: 0.13 4.49 0.23  0.001
H: 2.42 -2.16 0.24  0.002
H: -0.37 2.20 1.68  0.003
H: -0.42 -1.98 3.29  0.002
C: -0.52 -2.58 4.21  0.062
H: 0.25 -3.36 4.14  0.000
H: -0.27 -1.80 4.95  -0.002
H: -1.51 -3.06 4.27  0.000
O: 0.38 -0.41 5.84  0.524
Cl: 0.27 0.94 5.22  -0.099
O: -1.09 1.40 5.42  0.133
O: 1.19 1.82 5.90  0.361
O: 0.58 0.84 3.78  0.021

Output
Frontier orbital gap (spin up / spin down), eV: 4.4 / 5.0
Spin multiplicity: 3
E_LUMO (spin up / spin down), eV: -12.03 / -11.34
Net charge: +2
HOMO (spin up / spin down), hartree: -0.6031 / -0.6014

Entry 8:
Molecular formula: C10H14BFN6W
Method: DFT, ωB97M-V/def2-TZVPD

Each line ends with the Mulliken spin population.
CARTESIAN COORDINATES (ANGSTROEM)
H: -0.36 2.94 2.51  -0.001
N: 0.01 1.67 0.85  0.008
B: 0.75 0.78 -1.49  0.061
N: 0.56 1.89 -0.42  -0.019
C: 0.91 3.17 -0.53  0.045
W: -0.46 -0.31 1.27  1.910
H: 1.42 3.44 -1.44  0.002
C: 0.54 3.85 0.62  0.009
H: 0.66 4.90 0.80  0.001
C: 0.00 2.88 1.49  -0.002
H: 1.12 1.18 -2.55  0.000
C: -1.81 -2.51 2.80  -0.055
H: -2.23 -2.30 3.80  0.000
H: -1.00 -3.25 2.83  0.000
H: -2.59 -2.90 2.15  -0.001
N: -0.66 0.18 -1.66  -0.007
N: 1.61 -0.34 -0.87  -0.015
N: -1.36 -0.33 -0.58  0.045
N: 1.25 -0.98 0.33  0.049
C: -1.42 0.11 -2.75  -0.007
C: 2.79 -0.82 -1.28  0.020
H: -1.01 0.48 -3.68  0.002
H: 3.25 -0.36 -2.15  0.002
C: -2.63 -0.49 -2.41  -0.004
C: 3.18 -1.85 -0.42  0.002
C: -2.57 -0.76 -1.04  -0.035
C: 2.21 -1.91 0.59  -0.028
H: -3.43 -0.70 -3.08  0.001
H: 4.04 -2.48 -0.54  0.001
H: -3.23 -1.20 -0.33  -0.010
H: 2.11 -2.50 1.49  -0.003
H: -1.46 -1.51 2.39  0.010
F: -0.20 0.02 3.30  0.021

Output
Frontier orbital gap (spin up / spin down), eV: 6.6 / 7.5
Spin multiplicity: 3
E_LUMO (spin up / spin down), eV: -9.86 / -9.09
Net charge: +2
HOMO (spin up / spin down), hartree: -0.6039 / -0.6084